[1]
# C4H5N3O

An isolated molecule of C4H5N3O at a distorted geometry (ωB97M-V/def2-TZVPD, the OMol25 dataset).

Values from the calculation:
* energy relative to the best compared isomer or geometry (same formula, charge and spin): 343.48 kJ/mol
* SMILES: C#C/C=N\NC(N)=O
* net charge: 0
* calculated total energy: -10744.055 eV
* HOMO-LUMO gap: 9.84 eV
* spin multiplicity: 1

The geometry in XYZ format:
```
13
C4H5N3O | the OMol25 dataset | ωB97M-V/def2-TZVPD
C 0.7281 -0.7671 0.4165
C -1.6556 0.8537 0.5380
C -1.5076 0.5842 -0.8483
C -1.4929 0.5292 -2.0542
H 2.2149 -1.9583 -0.2285
H 2.7044 -0.3496 -0.0755
H 1.2986 0.8833 1.4650
H -2.5652 1.0825 1.0048
H -1.5749 0.2996 -3.0628
N 2.0972 -1.0562 0.3025
N 0.6044 0.5371 0.8375
N -0.6503 0.8755 1.3573
O -0.2012 -1.5139 0.3476
```

=====

[2]
# C4H5N3O

An isolated molecule of C4H5N3O at a distorted geometry (ωB97M-V/def2-TZVPD, the OMol25 dataset).

Values from the calculation:
* energy relative to the best compared isomer or geometry (same formula, charge and spin): 456.54 kJ/mol
* SMILES: N#C/C(=C/N)NC=O
* net charge: 0
* calculated total energy: -10742.883 eV
* HOMO-LUMO gap: 8.88 eV
* spin multiplicity: 1

The geometry in XYZ format:
```
13
C4H5N3O | the OMol25 dataset | ωB97M-V/def2-TZVPD
C -1.7865 0.3147 0.0886
C -0.4234 0.3198 -0.0921
C 1.5161 -1.3044 0.0689
C 0.3470 1.5191 -0.1593
H -3.2261 -0.8697 -0.4702
H -2.8616 -1.4675 0.9890
H -2.2722 1.3489 -0.2104
H -0.6012 -1.5291 -0.6548
H 1.3645 -2.5547 0.5022
N -2.4055 -0.9346 0.0751
N 0.1253 -0.9234 -0.2260
N 0.6006 2.6252 0.1570
O 2.6794 -0.6741 0.0457
```

=====

[3]
# C4H5N3O

A cluster of 2 separate species, C4H5N3O in total at a distorted geometry (ωB97M-V/def2-TZVPD, the OMol25 dataset).

Values from the calculation:
* energy relative to the best compared isomer or geometry (same formula, charge and spin): 728.81 kJ/mol
* net charge: 0
* calculated total energy: -10740.061 eV
* HOMO-LUMO gap: 7.23 eV
* spin multiplicity: 1

The geometry in XYZ format:
```
13
C4H5N3O | the OMol25 dataset | ωB97M-V/def2-TZVPD
C -1.0607 2.2648 0.2158
C 0.3908 -1.2426 0.1072
C -1.7830 1.1275 0.1774
C 1.3040 -2.1945 0.5409
N 0.0681 -0.4498 -0.6942
N -0.0991 2.8129 0.7922
N -0.4843 0.4943 -1.2245
O -2.7338 0.4348 0.0159
H 1.8608 -2.6782 -0.3634
H 1.0019 -3.0703 1.1610
H 2.0719 -1.5965 1.1149
H 0.3116 3.6904 0.4233
H -0.8483 0.4071 -2.2665
```

=====

[4]
# C4H5N3O

An isolated molecule of C4H5N3O at a distorted geometry (ωB97M-V/def2-TZVPD, the OMol25 dataset).

Values from the calculation:
* energy relative to the best compared isomer or geometry (same formula, charge and spin): 524.17 kJ/mol
* SMILES: [H]/N=C1\NC(=O)N2C[C@H]12
* net charge: 0
* calculated total energy: -10742.182 eV
* HOMO-LUMO gap: 10.09 eV
* spin multiplicity: 1

The geometry in XYZ format:
```
13
C4H5N3O | the OMol25 dataset | ωB97M-V/def2-TZVPD
C -1.1196 -0.4693 0.1430
C 1.1860 -0.3100 -0.0176
C 0.2459 1.8460 0.4605
C -0.6371 0.8380 -0.3228
H -2.9521 -1.6465 0.1156
H 0.1012 -1.8769 0.8832
H 0.2914 2.8695 0.1562
H -0.0071 1.7864 1.7032
H -1.1208 1.3475 -1.1751
N -2.4484 -0.6297 -0.3297
N 0.0729 -0.9249 0.7140
N 0.7208 0.8241 -0.4857
O 2.1524 -1.0993 -0.3189
```

=====

[5]
# C4H5N3O

A structure of composition C4H5N3O at a distorted geometry (ωB97M-V/def2-TZVPD, the OMol25 dataset).

Values from the calculation:
* energy relative to the best compared isomer or geometry (same formula, charge and spin): 619.06 kJ/mol
* net charge: 0
* calculated total energy: -10741.199 eV
* HOMO-LUMO gap: 9.37 eV
* spin multiplicity: 1

The geometry in XYZ format:
```
13
C4H5N3O | the OMol25 dataset | ωB97M-V/def2-TZVPD
C -2.0219 0.1838 -0.9494
C -0.7081 0.3425 -1.3203
C -0.9331 -0.1032 0.8237
C 1.3970 -0.0023 -0.2064
N -2.1433 -0.0318 0.3870
N 2.3268 -0.6751 -0.4824
N 0.0672 0.1811 -0.1849
O 3.4248 -1.0702 -0.4454
H -2.9178 0.2273 -1.4809
H -0.5410 0.4503 -2.3469
H -0.7470 -0.0987 1.9053
H 1.1301 0.1947 2.4330
H 1.6664 0.4017 1.8676
```

=====

[6]
# C4H5N3O

A cluster of 2 separate species, C4H5N3O in total at a distorted geometry (ωB97M-V/def2-TZVPD, the OMol25 dataset).

Values from the calculation:
* energy relative to the best compared isomer or geometry (same formula, charge and spin): 500.00 kJ/mol
* net charge: 0
* calculated total energy: -10742.433 eV
* HOMO-LUMO gap (alpha / beta): 8.31 / 8.30 eV
* spin multiplicity: 1

The geometry in XYZ format:
```
13
C4H5N3O | the OMol25 dataset | ωB97M-V/def2-TZVPD
C 1.9431 0.6310 -0.6715
C 2.0281 0.1455 0.6119
C 0.1976 -0.4724 -0.2606
C -1.1784 -0.8465 -0.3658
N 0.8055 0.2434 -1.2295
N -1.8788 -1.6345 -0.9899
N -2.0967 0.5609 1.0998
O 0.8478 -0.4354 0.9034
H 2.7850 1.1902 -1.1843
H 2.8071 0.3586 1.3087
H -2.8179 -1.7141 -0.8815
H -2.2406 1.1766 0.2806
H -1.2018 0.7968 1.3789
```

=====

[7]
# C4H5N3O

An isolated molecule of C4H5N3O at a distorted geometry (ωB97M-V/def2-TZVPD, the OMol25 dataset).

Values from the calculation:
* energy relative to the best compared isomer or geometry (same formula, charge and spin): 331.92 kJ/mol
* net charge: 0
* calculated total energy: -10744.175 eV
* HOMO-LUMO gap (alpha / beta): 7.15 / 7.32 eV
* spin multiplicity: 1

The geometry in XYZ format:
```
13
C4H5N3O | the OMol25 dataset | ωB97M-V/def2-TZVPD
C -3.1443 0.2940 -0.1011
C 0.4358 -0.6941 0.1186
C -1.8015 0.4529 -0.4228
C 1.3804 0.3429 0.0508
N -4.2024 0.3204 0.3941
N -0.9352 -0.4228 0.1229
N 2.7041 0.1427 0.1057
O 0.8248 -1.8395 0.3026
H -1.5345 1.0519 -1.3785
H 1.1097 1.3853 0.1474
H -1.3199 -1.2080 0.6053
H 3.1439 -0.7314 -0.0523
H 3.3390 0.9058 0.1075
```

=====

[8]
# C4H5N3O2S

An isolated molecule of C4H5N3O2S at a distorted geometry (ωB97M-V/def2-TZVPD, the OMol25 dataset).

Values from the calculation:
* energy relative to the best compared isomer or geometry (same formula, charge and spin): 443.83 kJ/mol
* net charge: 0
* calculated total energy: -23624.545 eV
* HOMO-LUMO gap (alpha / beta): 7.42 / 8.10 eV
* spin multiplicity: 1

The geometry in XYZ format:
```
15
C4H5N3O2S | the OMol25 dataset | ωB97M-V/def2-TZVPD
C 0.3711 1.4789 -2.2743
C 0.4155 2.3879 -1.2075
C -0.0751 0.3393 -1.6635
C -0.8002 -0.3300 0.6561
N 0.0313 1.8189 -0.0731
N -0.2647 0.5441 -0.3575
N 0.1607 -0.9833 1.4865
O 1.0272 -3.1218 2.5540
O -0.7731 -3.2333 0.8288
S 0.4925 -2.6872 1.2825
H 0.6244 1.6280 -3.3008
H 0.6942 3.4222 -1.2191
H -1.4519 0.2914 1.2866
H -1.3910 -1.1252 0.1874
H 0.9390 -0.4299 1.8139
```